# 1
21
Properties=species:S:1:pos:R:3 method="wB97M-V/def2-TZVPD" total_charge=+1 orbital_gap_ev=9.68 e_lumo_ev=-3.44 multiplicity=1 mol_weight_g_mol=108.16 energy_ha=-365.728973
C 0.651 -0.442 0.807
C -0.789 -0.099 1.232
C -1.529 0.602 0.029
C -1.665 -0.525 -1.130
O -2.687 -1.405 -0.818
N 1.646 0.693 0.988
H 0.676 -0.825 -0.225
H 1.134 -1.266 1.454
H -1.371 -1.117 1.412
H -0.763 0.555 2.113
H -0.995 1.501 -0.404
H -2.578 0.904 0.261
H -1.824 0.270 -1.966
H -0.646 -1.113 -1.447
H -2.427 -2.394 -0.753
H 1.806 0.881 1.957
H 1.250 1.564 0.537
H 2.554 0.525 0.560
H 2.911 -0.081 -1.711
H 2.326 1.266 -1.689
O 2.320 0.507 -1.206


# 2
21
Properties=species:S:1:pos:R:3 method="wB97M-V/def2-TZVPD" total_charge=+1 orbital_gap_ev=11.67 e_lumo_ev=-3.72 multiplicity=1 mol_weight_g_mol=108.16 energy_ha=-365.783397
C 3.191 0.130 0.321
C 1.746 0.610 0.552
C 0.778 -0.003 -0.434
C -1.527 -0.735 0.290
N -0.593 0.098 0.142
H 3.755 0.465 1.188
H 3.661 0.471 -0.590
H 3.231 -0.953 0.450
H 1.720 1.700 0.528
H 1.524 0.275 1.568
H 0.896 -1.066 -0.638
H 0.679 0.546 -1.370
H -1.406 -1.732 -0.138
H -2.469 -0.480 0.706
H -0.868 0.992 0.625
H -2.322 2.765 1.188
H -0.865 3.001 1.675
O -1.507 2.316 1.454
H -1.772 -3.352 -2.263
H -2.188 -1.963 -2.662
O -1.583 -2.428 -2.072